ORCA calculation (ωB97M-V/def2-TZVPD) on a cluster of 13 separate species, C19H58F3INO14 in total.

The HOMO energy is -11.49 eV. The net charge is +1.

CARTESIAN COORDINATES (ANGSTROEM)
C: -0.02 0.48 -0.66
O: -0.86 -0.64 -1.02
C: -1.67 -0.41 -2.16
C: -3.12 -0.94 -2.01
O: -3.56 -1.37 -3.27
C: -3.30 -2.04 -0.92
I: -1.96 -3.68 -0.89
C: -3.37 -1.18 0.29
N: -3.84 -0.02 -0.01
C: -4.17 0.02 -1.45
C: -4.48 1.38 -2.10
F: -3.58 1.73 -3.02
F: -5.68 1.31 -2.69
F: -4.53 2.34 -1.14
H: 0.35 0.28 0.35
H: 0.85 0.53 -1.31
H: -0.52 1.44 -0.63
H: -1.65 0.65 -2.38
H: -1.26 -0.92 -3.04
H: -3.17 -2.23 -3.46
H: -4.29 -2.49 -1.08
H: -3.08 -1.45 1.30
H: -3.97 0.73 0.65
H: -5.10 -0.54 -1.54
C: -0.98 4.77 -2.32
O: -0.88 3.35 -2.37
H: 0.01 5.18 -2.49
H: -1.65 5.15 -3.10
H: -1.34 5.11 -1.34
H: -1.76 3.00 -2.22
C: -7.15 -2.85 -0.32
O: -6.06 -3.55 -0.92
H: -6.77 -1.90 0.07
H: -7.94 -2.64 -1.05
H: -7.57 -3.42 0.51
H: -6.40 -4.38 -1.26
C: -1.14 3.15 2.16
O: -1.43 2.68 0.84
H: -0.28 3.81 2.10
H: -1.98 3.72 2.56
H: -0.91 2.31 2.83
H: -2.19 2.10 0.90
C: 0.99 -2.50 1.69
O: 1.42 -2.26 0.35
H: 1.87 -2.59 2.32
H: 0.38 -1.66 2.05
H: 0.42 -3.42 1.76
H: 0.63 -2.19 -0.19
C: -0.90 6.84 1.34
O: -0.04 6.07 2.17
H: -1.89 6.39 1.38
H: -0.98 7.87 1.69
H: -0.55 6.84 0.30
H: 0.84 6.47 2.12
C: 1.97 -3.70 5.70
O: 1.65 -4.20 4.40
H: 1.03 -3.45 6.20
H: 2.49 -4.46 6.30
H: 2.58 -2.80 5.63
H: 2.48 -4.41 3.97
C: 4.40 -4.26 0.23
O: 3.12 -4.54 0.79
H: 5.15 -4.57 0.96
H: 4.55 -4.82 -0.69
H: 4.51 -3.20 0.03
H: 2.46 -4.25 0.16
C: 3.90 6.28 1.34
O: 2.54 6.20 0.89
H: 3.98 7.12 2.03
H: 4.19 5.36 1.85
H: 4.57 6.46 0.50
H: 2.48 5.46 0.28
C: -1.71 -6.12 -3.85
O: -1.18 -4.85 -4.23
H: -2.46 -5.96 -3.08
H: -2.17 -6.61 -4.71
H: -0.92 -6.76 -3.45
H: -0.52 -5.01 -4.90
C: 4.69 -0.69 3.70
O: 4.51 -1.45 4.88
H: 3.70 -0.38 3.36
H: 5.29 0.20 3.89
H: 5.16 -1.28 2.91
H: 5.38 -1.73 5.19
C: 1.32 -8.30 -4.94
O: -0.03 -8.50 -5.35
H: 1.31 -7.57 -4.13
H: 1.76 -9.22 -4.58
H: 1.92 -7.90 -5.76
H: -0.03 -9.14 -6.07
C: 5.95 10.01 2.13
O: 5.74 8.89 1.28
H: 5.10 10.07 2.81
H: 6.86 9.90 2.72
H: 6.01 10.94 1.56
H: 6.49 8.84 0.68

Mulliken atomic charge list, values in e, 6 entries: -0.60, 0.09, -1.13, 1.22, -0.65, -0.91

ORCA calculation (ωB97M-V/def2-TZVPD) on a cluster of 9 separate species, C19H58N16O11 in total.

The HOMO energy (alpha / beta) is 0.25 / -6.01 eV. For the relative energy (zero: lowest compared OMol25 entry of this formula, charge and spin), the calculation gives 0.000 eV. The expectation value of S² is 0.750. The multiplicity is 2. The net charge is -1.

CARTESIAN COORDINATES (ANGSTROEM)
C: 0.37 -4.09 4.01
O: -0.73 -3.43 3.29
C: -1.06 -4.14 2.06
C: -0.36 -3.67 0.76
N: 1.03 -3.96 0.88
C: 1.76 -5.21 0.75
C: 3.19 -4.99 1.26
O: 3.90 -4.04 0.40
C: 5.28 -4.10 0.60
H: 0.56 -5.13 3.72
H: 0.23 -4.09 5.09
H: 1.28 -3.51 3.82
H: -2.12 -3.87 1.98
H: -1.08 -5.19 2.36
H: -0.32 -2.60 0.56
H: -0.70 -4.00 -0.22
H: 1.56 -3.21 1.30
H: 1.74 -5.45 -0.31
H: 1.21 -6.02 1.23
H: 3.69 -5.95 1.28
H: 3.07 -4.49 2.22
H: 5.58 -4.05 1.65
H: 5.80 -3.27 0.12
H: 5.76 -5.03 0.29
C: -2.60 3.63 -3.17
O: -3.83 3.38 -2.54
C: -4.32 2.03 -2.65
C: -3.70 1.05 -1.56
N: -4.00 1.68 -0.20
C: -3.46 0.85 0.90
C: -3.66 -0.73 0.84
O: -5.11 -0.98 0.83
C: -5.52 -2.26 1.32
H: -2.32 4.65 -2.90
H: -2.80 3.77 -4.24
H: -1.73 3.01 -2.96
H: -4.04 1.57 -3.60
H: -5.38 1.97 -2.40
H: -2.63 1.11 -1.74
H: -4.01 0.01 -1.70
H: -3.67 2.63 -0.18
H: -3.77 1.29 1.85
H: -2.39 0.92 1.06
H: -3.18 -1.24 1.67
H: -3.36 -1.19 -0.10
H: -4.90 -3.08 0.94
H: -6.53 -2.51 1.00
H: -5.64 -2.30 2.40
C: 0.11 2.73 3.43
O: 0.49 1.64 3.04
N: -0.78 2.93 4.36
N: 0.46 3.85 2.96
H: -1.03 3.85 4.70
H: -1.05 2.05 4.77
H: 1.23 3.72 2.32
H: 0.35 4.67 3.54
C: 1.70 3.17 -5.56
O: 1.22 2.76 -4.63
N: 2.89 3.63 -5.66
N: 1.11 3.13 -6.74
H: 3.25 3.92 -6.56
H: 3.46 3.59 -4.83
H: 1.55 3.49 -7.57
H: 0.15 2.82 -6.66
C: -1.82 -0.68 4.51
O: -2.05 0.35 5.13
N: -0.87 -0.68 3.56
N: -2.55 -1.79 4.56
H: -0.64 0.26 3.28
H: -0.62 -1.49 2.99
H: -2.96 -1.94 5.47
H: -2.19 -2.67 4.21
C: 0.62 0.99 -0.44
O: 1.55 1.79 -0.16
N: 0.29 0.71 -1.65
N: -0.01 0.28 0.45
H: 0.73 1.30 -2.34
H: -0.51 0.14 -1.88
H: -0.55 -0.47 0.06
H: 0.15 0.45 1.44
C: 4.31 3.13 -2.62
O: 4.93 3.51 -3.59
N: 3.00 3.21 -2.41
N: 4.93 2.68 -1.57
H: 2.53 2.65 -1.71
H: 2.49 3.35 -3.27
H: 4.46 2.22 -0.80
H: 5.91 2.48 -1.67
C: -1.38 -2.50 -2.75
O: -0.61 -1.87 -1.99
N: -1.92 -2.08 -3.81
N: -1.58 -3.76 -2.55
H: -2.10 -1.10 -3.98
H: -2.60 -2.73 -4.18
H: -0.92 -4.13 -1.87
H: -1.92 -4.42 -3.23
C: 3.77 3.91 1.49
O: 4.02 2.85 1.99
N: 4.61 4.94 1.43
N: 2.66 4.18 0.93
H: 5.59 4.90 1.70
H: 4.24 5.87 1.29
H: 2.26 3.34 0.55
H: 2.55 5.11 0.56

Mulliken atomic charge list, values in e, 6 entries: -0.86, -0.09, -0.98, 2.01, 0.19, -1.00

ORCA calculation (ωB97M-V/def2-TZVPD) on a cluster of 12 separate species, C19H58N22O13 in total.

The HOMO energy is -8.97 eV. As for the structure (SMILES): CC[C@@H](C)[C@H]1CCOC1=O.NC(N)=O.NC(N)=O.NC(N)=O.NC(N)=O.NC(N)=O.NC(N)=O.NC(N)=O.NC(N)=O.NC(N)=O.NC(N)=O.NC(N)=O.

CARTESIAN COORDINATES (ANGSTROEM)
C: 1.37 -0.99 0.65
C: 1.36 -1.80 -0.65
C: 2.37 -2.93 -0.76
C: 3.79 -2.40 -0.48
C: 1.96 -4.17 0.05
C: 3.03 -5.12 0.61
C: 3.15 -4.54 2.00
O: 1.76 -4.50 2.41
C: 1.10 -4.00 1.30
O: 0.03 -3.58 1.43
H: 2.02 -1.41 1.40
H: 1.60 0.04 0.50
H: 0.37 -1.05 1.08
H: 0.35 -2.12 -0.90
H: 1.63 -1.10 -1.44
H: 2.37 -3.24 -1.80
H: 4.27 -2.81 0.40
H: 4.44 -2.65 -1.31
H: 3.82 -1.32 -0.41
H: 1.33 -4.76 -0.61
H: 4.00 -5.19 0.14
H: 2.52 -6.06 0.79
H: 3.85 -5.00 2.69
H: 3.43 -3.49 2.06
N: -2.38 -5.53 1.51
C: -2.62 -6.57 2.35
N: -1.62 -6.83 3.24
O: -3.65 -7.24 2.30
H: -1.54 -4.98 1.53
H: -3.08 -5.30 0.83
H: -1.76 -7.60 3.88
H: -0.77 -6.30 3.29
N: 3.63 3.23 2.43
C: 2.52 2.47 2.20
N: 1.32 3.07 2.44
O: 2.56 1.32 1.80
H: 3.59 4.18 2.75
H: 4.52 2.80 2.26
H: 0.49 2.53 2.28
H: 1.22 4.02 2.74
N: -1.08 2.24 -2.87
C: -0.26 1.72 -1.92
N: -0.63 2.00 -0.64
O: 0.74 1.06 -2.16
H: -1.87 2.80 -2.61
H: -0.87 2.07 -3.83
H: -0.06 1.64 0.10
H: -1.45 2.55 -0.41
N: 2.35 -1.85 4.54
C: 3.34 -0.91 4.64
N: 3.13 0.06 5.58
O: 4.34 -0.95 3.95
H: 1.52 -1.85 5.09
H: 2.48 -2.57 3.85
H: 3.84 0.76 5.68
H: 2.31 0.11 6.16
N: -4.65 -4.54 -2.84
C: -4.70 -4.10 -1.55
N: -5.93 -3.73 -1.10
O: -3.70 -4.04 -0.86
H: -5.45 -4.60 -3.45
H: -3.75 -4.81 -3.20
H: -5.99 -3.40 -0.15
H: -6.76 -3.78 -1.65
N: -1.59 6.26 1.62
C: -1.50 4.98 1.16
N: -0.90 4.84 -0.05
O: -1.93 4.02 1.79
H: -1.25 7.06 1.11
H: -2.03 6.40 2.51
H: -0.83 3.90 -0.41
H: -0.55 5.60 -0.60
N: -0.82 5.28 -3.95
C: -1.13 6.50 -3.42
N: -0.80 7.58 -4.18
O: -1.67 6.61 -2.33
H: -0.38 5.17 -4.84
H: -1.06 4.47 -3.41
H: -1.02 8.49 -3.81
H: -0.36 7.51 -5.08
N: 0.21 -8.28 -3.13
C: 0.30 -7.67 -1.91
N: -0.89 -7.28 -1.37
O: 1.37 -7.50 -1.35
H: -0.65 -8.44 -3.61
H: 1.07 -8.58 -3.56
H: -0.86 -6.83 -0.47
H: -1.77 -7.42 -1.81
N: -3.55 -1.81 -5.02
C: -2.56 -0.86 -5.01
N: -1.75 -0.89 -3.91
O: -2.42 -0.05 -5.91
H: -3.69 -2.48 -4.29
H: -4.17 -1.81 -5.81
H: -1.01 -0.21 -3.86
H: -1.86 -1.54 -3.16
N: -4.58 5.60 -1.89
C: -3.66 4.99 -1.09
N: -3.77 5.25 0.24
O: -2.80 4.25 -1.54
H: -5.30 6.22 -1.54
H: -4.53 5.43 -2.88
H: -3.09 4.82 0.85
H: -4.46 5.86 0.63
N: 4.26 8.01 2.54
C: 4.28 7.06 3.52
N: 5.26 7.21 4.45
O: 3.48 6.14 3.55
H: 4.91 8.77 2.48
H: 3.55 7.92 1.83
H: 5.30 6.53 5.19
H: 5.93 7.96 4.44

Mulliken atomic charge list, values in e, 6 entries: -0.96, -1.31, 0.83, -1.67, 0.33, -0.94

ORCA calculation (ωB97M-V/def2-TZVPD) on a cluster of 9 separate species, C19H58N8O13 in total.

The HOMO energy is -8.68 eV. For the relative energy (zero: lowest compared OMol25 entry of this formula, charge and spin), the calculation gives 2.039 eV. As for the structure (SMILES): COC[C@H](C)N.COC[C@H](C)N.NC(N)=O.NC(N)=O.NC(N)=O.OCCO.OCCO.OCCO.OCCO.

CARTESIAN COORDINATES (ANGSTROEM)
C: -0.99 -2.81 -2.50
O: -1.42 -3.16 -3.82
C: -1.34 -4.61 -4.02
C: -2.13 -5.03 -5.30
C: -1.98 -6.59 -5.61
N: -1.62 -4.38 -6.49
H: -0.04 -3.33 -2.39
H: -1.69 -3.32 -1.84
H: -0.87 -1.77 -2.18
H: -0.32 -4.98 -4.14
H: -1.73 -5.21 -3.20
H: -3.11 -4.65 -5.02
H: -2.27 -6.82 -6.64
H: -2.62 -7.29 -5.08
H: -0.94 -6.90 -5.51
H: -2.33 -4.40 -7.21
H: -1.59 -3.41 -6.20
C: -4.21 3.77 3.08
O: -3.04 4.05 2.40
C: -1.93 4.74 3.08
C: -1.08 3.87 3.96
C: -0.29 4.63 4.99
N: -0.11 3.27 3.10
H: -4.08 3.13 3.95
H: -5.01 3.25 2.54
H: -4.61 4.70 3.47
H: -1.32 5.35 2.41
H: -2.17 5.52 3.80
H: -1.83 3.21 4.39
H: 0.52 4.00 5.34
H: -0.91 4.85 5.87
H: 0.20 5.50 4.55
H: 0.36 2.42 3.36
H: -0.48 2.99 2.20
N: 1.72 -0.06 -1.11
C: 0.57 0.20 -0.57
N: 0.30 1.43 -0.84
O: -0.16 -0.58 0.05
H: 2.28 0.68 -1.52
H: 2.14 -0.97 -1.04
H: -0.49 1.80 -0.33
H: 0.86 2.01 -1.45
N: 5.28 1.09 -2.08
C: 4.24 1.79 -2.58
N: 4.25 1.95 -3.84
O: 3.23 1.90 -1.89
H: 6.13 0.88 -2.58
H: 5.08 0.63 -1.20
H: 3.44 2.50 -4.08
H: 4.89 1.69 -4.57
N: -0.19 -2.88 1.86
C: -0.19 -2.95 3.22
N: -0.68 -4.04 3.74
O: 0.38 -2.14 3.92
H: 0.10 -2.11 1.28
H: -0.74 -3.57 1.37
H: -1.22 -4.66 3.15
H: -0.67 -4.16 4.74
O: 4.71 -3.84 -0.95
C: 5.41 -3.30 -2.06
C: 4.54 -2.24 -2.71
O: 3.68 -2.88 -3.65
H: 4.00 -4.38 -1.31
H: 6.29 -2.84 -1.63
H: 5.63 -4.13 -2.74
H: 5.10 -1.52 -3.30
H: 4.00 -1.69 -1.95
H: 3.31 -3.66 -3.24
O: -2.77 5.69 -2.32
C: -2.44 5.25 -0.95
C: -2.19 3.72 -0.96
O: -1.81 3.16 0.36
H: -1.95 5.77 -2.80
H: -1.62 5.90 -0.66
H: -3.39 5.47 -0.46
H: -1.39 3.47 -1.66
H: -3.09 3.23 -1.33
H: -2.42 3.42 1.06
O: 0.84 0.25 2.70
C: 2.03 0.83 2.81
C: 2.71 0.52 4.20
O: 3.06 -0.75 4.22
H: 0.90 -0.64 3.05
H: 2.62 0.41 2.00
H: 1.95 1.90 2.63
H: 2.05 0.69 5.05
H: 3.54 1.22 4.37
H: 2.25 -1.27 4.24
O: -3.20 -0.23 3.47
C: -2.61 0.51 2.46
C: -3.39 0.20 1.14
O: -3.01 -1.01 0.54
H: -2.71 -0.14 4.29
H: -2.73 1.52 2.85
H: -1.63 0.06 2.40
H: -3.23 1.03 0.44
H: -4.47 0.14 1.29
H: -2.15 -0.88 0.13

Mulliken atomic charge list, values in e, 6 entries: -0.54, -0.38, -0.80, 0.47, -1.29, -0.77

The max |F| results, record by record, are as follows: 0.0251, 0.2189, 0.0693, 0.1212 hartree/bohr.